Record 1
This record from the OMol25 dataset describes a 13-piece molecular cluster, C28H87N5O13 overall. The level of theory is ωB97M-V/def2-TZVPD.

Structure (XYZ):
```
133
Properties=species:S:1:pos:R:3:lowdin_charge:R:1
C -3.9780 3.0573 -0.2201 -0.18
O -3.4255 3.9007 -1.1996 -0.11
H -4.3706 3.6166 0.6325 0.08
H -4.8106 2.4843 -0.6474 0.08
H -3.2730 2.3269 0.1833 0.05
H -2.6218 3.4920 -1.5573 0.03
C -0.2072 0.4739 -0.2125 -0.12
O -0.8639 1.5535 0.4351 -0.16
H 0.8216 0.7375 -0.4506 0.06
H -0.1734 -0.3702 0.4799 0.07
H -0.7770 0.1056 -1.0677 0.07
H -0.8025 2.3934 -0.0550 0.06
C -0.3138 4.4244 -1.6204 -0.13
O -0.7839 3.1115 -1.9278 -0.18
H -1.0811 5.0183 -1.1266 0.08
H 0.5527 4.3983 -0.9513 0.07
H -0.0442 4.9260 -2.5531 0.08
H -0.0045 2.5555 -2.1714 0.04
C 0.9880 -1.9381 -2.6533 -0.15
O 2.0045 -1.1278 -2.1166 -0.16
H 0.3181 -2.2874 -1.8551 0.07
H 0.3286 -1.3601 -3.3052 0.07
H 1.3430 -2.8188 -3.1958 0.09
H 2.4374 -1.6280 -1.3986 0.02
C -2.0801 1.1195 -4.5666 -0.17
O -3.1667 0.4266 -5.1638 -0.16
H -1.1250 0.8862 -5.0490 0.05
H -2.2550 2.1850 -4.7200 0.08
H -1.9840 0.9524 -3.4913 0.06
H -3.1527 -0.4774 -4.7423 0.01
C 0.1621 0.8176 3.9555 -0.16
O 0.9516 -0.3277 3.6973 -0.16
H 0.5349 1.3062 4.8559 0.08
H 0.1835 1.5593 3.1502 0.04
H -0.8930 0.5710 4.0996 0.08
H 0.3586 -0.9994 3.2813 0.03
C 2.1866 2.5516 1.2933 -0.13
O 2.6479 2.6611 -0.0541 -0.13
H 2.5196 1.6197 1.7568 0.08
H 2.6628 3.3154 1.9096 0.07
H 1.1054 2.6146 1.4177 0.06
H 3.0711 3.5196 -0.1209 0.08
C -3.9155 -0.1708 1.5476 -0.16
O -2.5929 -0.2417 2.0106 -0.13
H -4.0400 -0.0526 0.4662 0.06
H -4.5827 -0.9697 1.8715 0.09
H -4.4228 0.7223 1.9448 0.08
H -2.1151 0.5161 1.6331 0.05
C -2.9553 -1.6198 -1.6254 -0.06
C -2.4993 -2.5174 -2.7615 -0.39
C -2.7673 -3.9892 -2.4311 -0.21
O -2.0909 -4.3133 -1.2433 -0.20
C -2.3933 -5.6272 -0.7990 -0.08
N -3.2228 -2.0627 -3.9543 0.03
H -2.7953 -0.5528 -1.7811 0.07
H -2.4855 -1.8886 -0.6753 0.07
H -4.0204 -1.7149 -1.3853 0.09
H -1.4467 -2.3572 -2.9993 0.10
H -2.4714 -4.5841 -3.3059 0.13
H -3.8465 -4.1554 -2.3106 0.13
H -3.4631 -5.7344 -0.5994 0.09
H -1.8319 -5.7705 0.1248 0.07
H -2.0278 -6.3520 -1.5334 0.09
H -2.9957 -2.5451 -4.8215 0.10
H -4.2199 -2.2359 -3.8389 0.10
C 3.5618 2.6493 -3.7102 -0.05
C 2.0552 2.5392 -3.8941 -0.38
C 1.6370 2.0466 -5.2575 -0.22
O 1.9698 2.9877 -6.2483 -0.17
C 1.3105 2.6827 -7.4632 -0.10
N 1.5056 1.6562 -2.8277 0.05
H 3.8893 2.8970 -2.6995 0.07
H 3.9994 3.4460 -4.3244 0.08
H 4.0770 1.7357 -4.0211 0.09
H 1.6583 3.5215 -3.6225 0.13
H 0.5766 1.7718 -5.1881 0.09
H 2.1388 1.0958 -5.4973 0.14
H 1.7909 1.8009 -7.9042 0.09
H 1.4121 3.4968 -8.1771 0.09
H 0.2495 2.4586 -7.3303 0.09
H 1.8424 0.6934 -2.8040 0.06
H 1.9801 2.0237 -2.0015 0.04
C 2.8017 -1.1264 1.1629 -0.08
C 3.6097 -2.4251 1.0369 -0.38
C 2.9631 -3.4957 1.8889 -0.20
O 4.0042 -4.3987 2.2670 -0.19
C 3.5623 -5.5335 3.0006 -0.10
N 3.6017 -2.7986 -0.4016 0.05
H 1.7499 -1.2306 0.8739 0.05
H 3.1799 -0.3435 0.5019 0.08
H 2.7370 -0.8200 2.2091 0.07
H 4.5854 -2.1191 1.4219 0.14
H 2.1716 -4.0290 1.3527 0.11
H 2.6293 -3.0623 2.8382 0.14
H 3.1718 -6.2218 2.2449 0.09
H 2.7193 -5.3220 3.6694 0.06
H 4.3834 -5.8983 3.6079 0.09
H 4.0125 -3.7282 -0.4764 0.09
H 4.3088 -2.1934 -0.8195 0.09
C -0.1234 -3.3472 1.2393 -0.04
C -0.9050 -3.5685 2.5313 -0.39
C -0.3412 -4.7008 3.3544 -0.20
O -0.5372 -5.9208 2.6626 -0.17
C 0.1940 -6.9645 3.2397 -0.12
N -1.0081 -2.3252 3.2982 0.05
H 0.1135 -4.3077 0.7770 0.08
H 0.8173 -2.8199 1.3977 0.04
H -0.7146 -2.8292 0.4830 0.06
H -1.9524 -3.8446 2.3353 0.14
H -0.7773 -4.7740 4.3588 0.13
H 0.7307 -4.5169 3.5216 0.11
H -0.1013 -7.9319 2.8314 0.09
H 0.0148 -7.0238 4.3193 0.09
H 1.2775 -6.9185 3.0787 0.06
H -1.5351 -2.4666 4.1530 0.10
H -1.5655 -1.6792 2.7290 0.05
C 1.5129 4.3257 4.1681 -0.06
C 0.6725 5.5924 3.8996 -0.44
C -0.7818 5.4423 4.3095 -0.21
O -1.3992 4.3834 3.6129 -0.19
C -1.7963 4.6524 2.2828 -0.08
N 1.2578 6.7621 4.5609 0.03
H 2.5358 4.5262 3.8509 0.07
H 1.0537 3.4736 3.6711 0.04
H 1.5485 4.0934 5.2364 0.08
H 0.6703 5.7204 2.8136 0.12
H -1.2609 6.4138 4.1371 0.13
H -0.8501 5.2134 5.3758 0.13
H -2.1676 3.7059 1.8880 0.07
H -0.9531 4.9949 1.6791 0.08
H -2.6468 5.3410 2.2595 0.10
H 1.1136 6.6587 5.5636 0.07
H 2.2696 6.7530 4.4854 0.07
```

Results
E_tot = -64509.5995 eV
charge = 0
orbital gap = 0.3564 hartree
LUMO energy = 0.01720 Ha

Record 2
This record from the OMol25 dataset describes a 16-piece molecular cluster, C28H88O16 overall. The level of theory is ωB97M-V/def2-TZVPD.

Structure (XYZ):
```
132
Properties=species:S:1:pos:R:3:lowdin_charge:R:1
C -0.0085 0.1431 -0.6752 -0.07
C 0.3037 -0.8456 0.4262 -0.49
C 1.4487 -0.3644 1.2855 -0.07
O -0.9357 -0.9364 1.1657 -0.06
H 0.8893 0.5175 -1.1673 0.08
H -0.5996 0.9925 -0.3329 0.09
H -0.5548 -0.3263 -1.4933 0.08
H 0.5354 -1.8267 0.0115 0.13
H 2.3288 -0.1801 0.6695 0.07
H 1.7613 -1.0071 2.1085 0.08
H 1.2371 0.6312 1.6755 0.08
H -0.9079 -1.8031 1.5774 0.08
C -2.3816 -6.2533 -3.6566 -0.07
C -3.1494 -6.0229 -4.9294 -0.53
C -3.2957 -4.5218 -5.1609 -0.06
O -2.4695 -6.6355 -5.9751 -0.03
H -1.9314 -7.2456 -3.6309 0.08
H -2.9407 -6.1887 -2.7232 0.08
H -1.5113 -5.5973 -3.6362 0.08
H -4.1614 -6.4199 -4.8503 0.14
H -3.6350 -4.0416 -4.2432 0.08
H -3.9336 -4.2360 -5.9973 0.08
H -2.3366 -4.0416 -5.3548 0.08
H -1.5657 -6.3264 -5.8788 0.09
C 8.2057 0.0552 0.9805 -0.07
C 8.4313 0.0204 -0.5482 -0.51
C 7.6557 -1.1682 -1.2166 -0.04
O 8.1741 1.2692 -1.0657 -0.04
H 7.1767 0.2994 1.2443 0.08
H 8.8771 0.7625 1.4674 0.07
H 8.4901 -0.9063 1.4082 0.07
H 9.4993 -0.1460 -0.6894 0.12
H 7.9859 -2.1399 -0.8494 0.07
H 7.9325 -1.1968 -2.2704 0.07
H 6.5734 -1.0926 -1.1114 0.07
H 8.3831 1.9662 -0.4395 0.09
C -6.8999 -0.5888 -0.2048 -0.07
C -6.5752 -2.0237 0.1521 -0.46
C -6.7700 -2.3783 1.6585 -0.05
O -7.4978 -2.7868 -0.6368 -0.07
H -7.0845 -0.5092 -1.2761 0.08
H -6.0189 0.0386 -0.0688 0.07
H -7.7267 -0.1974 0.3879 0.08
H -5.6042 -2.2345 -0.2961 0.13
H -7.7765 -2.1944 2.0342 0.08
H -6.1535 -1.7842 2.3332 0.07
H -6.5072 -3.3863 1.9794 0.07
H -7.6361 -3.6302 -0.1995 0.08
C -4.6731 2.5080 -5.9309 -0.05
C -5.6631 2.3984 -7.0962 -0.52
C -7.0745 2.8518 -6.7375 -0.07
O -5.2068 3.2363 -8.1095 -0.05
H -4.9550 1.9564 -5.0339 0.08
H -4.6527 3.5419 -5.5865 0.08
H -3.6535 2.2845 -6.2448 0.08
H -5.7653 1.3866 -7.4885 0.13
H -7.7615 2.9124 -7.5816 0.08
H -7.1254 3.7666 -6.1471 0.08
H -7.4805 2.0424 -6.1307 0.07
H -5.3485 2.7959 -8.9506 0.09
C -4.5199 5.0871 2.4759 -0.05
C -5.6537 5.4068 3.4586 -0.52
C -6.8424 4.4893 3.2657 -0.07
O -5.1461 5.1932 4.7248 -0.05
H -4.2046 4.0454 2.5350 0.08
H -3.7020 5.7964 2.6025 0.08
H -4.9188 5.1673 1.4647 0.07
H -5.9901 6.4428 3.4182 0.14
H -6.6240 3.4226 3.3171 0.08
H -7.4272 4.7078 2.3722 0.08
H -7.5713 4.5563 4.0734 0.08
H -4.8035 4.2964 4.7175 0.09
C 4.3197 5.6982 0.6108 -0.18
O 3.8936 6.8977 1.1962 -0.12
H 3.5125 4.9691 0.6819 0.07
H 4.5438 5.8204 -0.4489 0.08
H 5.2038 5.3178 1.1223 0.08
H 3.5521 7.5269 0.5566 0.08
C 6.7246 -4.5102 6.2881 -0.15
O 7.0570 -5.9051 6.2877 -0.14
H 5.7586 -4.4069 5.7938 0.07
H 6.7795 -4.0745 7.2858 0.08
H 7.4769 -4.0463 5.6503 0.07
H 6.8330 -6.3206 7.1237 0.07
C -1.6217 1.2133 6.1388 -0.16
O -2.8865 1.1215 5.5007 -0.14
H -0.8749 1.6543 5.4785 0.07
H -1.7258 1.6556 7.1296 0.08
H -1.3148 0.1740 6.2561 0.07
H -2.7733 0.6040 4.7001 0.07
C 2.8432 -4.6443 -5.5402 -0.18
O 2.3185 -5.7124 -6.2678 -0.12
H 3.7250 -5.0244 -5.0243 0.08
H 3.1450 -3.8398 -6.2108 0.07
H 2.1424 -4.2064 -4.8294 0.08
H 3.0923 -6.2043 -6.5521 0.07
C -0.4490 -4.9998 5.2810 -0.19
O -1.1417 -5.1638 4.0927 -0.12
H -1.0457 -5.3079 6.1396 0.07
H 0.3683 -5.7171 5.2070 0.08
H -0.0838 -3.9958 5.4972 0.08
H -1.3496 -6.0980 4.0171 0.08
C 4.1350 1.6452 6.8397 -0.16
O 3.7570 0.2788 7.1004 -0.13
H 3.3890 2.2712 7.3292 0.07
H 5.0195 2.0558 7.3267 0.07
H 4.1915 1.8824 5.7773 0.08
H 3.8581 0.1065 8.0394 0.07
C 3.8603 1.2716 -6.0889 -0.13
O 2.5298 0.8171 -6.5551 -0.14
H 4.5399 0.9258 -6.8678 0.07
H 4.0642 2.3354 -5.9669 0.07
H 4.0661 0.8176 -5.1196 0.07
H 2.5409 1.1177 -7.4667 0.06
C 0.2726 5.7451 -3.6688 -0.18
O -0.5130 6.8569 -3.3715 -0.12
H 0.9078 5.8678 -4.5460 0.08
H 0.9488 5.5124 -2.8462 0.07
H -0.4411 4.9249 -3.7467 0.08
H -0.9693 7.1712 -4.1555 0.08
C 4.1126 -6.2042 0.3754 -0.19
O 5.1707 -6.8762 -0.2512 -0.11
H 3.3034 -5.9141 -0.2948 0.08
H 3.7373 -6.7453 1.2439 0.08
H 4.4193 -5.2063 0.6888 0.07
H 5.8694 -6.8438 0.4063 0.08
C 1.1327 6.5348 5.7404 -0.18
O 2.4695 6.8861 5.5562 -0.13
H 0.5769 7.4650 5.6219 0.08
H 0.9467 5.7621 4.9944 0.08
H 0.8675 6.1608 6.7292 0.08
H 2.6567 7.0969 4.6385 0.07
```

Results
E_tot = -63214.6791 eV
charge = 0
orbital gap = 0.3586 hartree
LUMO energy = -0.00266 Ha